# C30H49BrHfN6O7P3S4

A structure of composition C30H49BrHfN6O7P3S4 (the ωB97M-V functional and the def2-TZVPD basis, the OMol25 dataset).

Cartesian coordinates (Å):
Hf -0.1806 0.3346 0.3930
Br 2.0264 7.1636 2.0431
C 1.7933 5.4092 1.3825
C 2.8957 4.6515 1.0206
C 2.7034 3.3671 0.5465
C 1.4262 2.8240 0.4387
O 1.3242 1.5373 0.0138
C 0.3050 3.5970 0.7885
C -1.1212 3.1104 0.7786
N -1.3634 1.9696 -0.0698
C -1.9863 2.0520 -1.3043
C -3.0320 2.8766 -1.6540
C -3.6038 2.8160 -2.9409
C -3.1322 1.9497 -3.8883
C -2.0365 1.1106 -3.5768
C -1.3805 0.2988 -4.5318
C -0.2640 -0.4022 -4.1838
C 0.1753 -0.3607 -2.8485
N -0.4219 0.3582 -1.9258
C -1.4828 1.1499 -2.2888
C 0.5176 4.8904 1.2565
H 3.8927 5.0598 1.1092
H 3.5459 2.7551 0.2584
H -1.7855 3.9477 0.5502
H -3.4245 3.5856 -0.9365
H -4.4257 3.4781 -3.1740
H -3.5571 1.9175 -4.8818
H -1.7621 0.2612 -5.5447
H 0.2672 -1.0130 -4.8979
H 1.0189 -0.9554 -2.5289
H -0.3335 5.4943 1.5426
S -1.6668 2.4006 2.4189
S -0.5270 3.0481 3.9293
S 1.3376 2.0806 3.6074
S 0.8423 0.2623 2.8401
C 3.6644 -1.9153 -1.5875
N 2.9733 -1.5448 -0.3602
C 3.7366 -0.6059 0.4684
P 1.8194 -2.4457 0.3709
O 0.5327 -1.6967 0.5846
O 1.6326 -3.6587 -0.6173
P 0.4889 -4.1723 -1.6702
O -0.2950 -3.0392 -2.1861
N 1.2861 -4.9760 -2.8458
C 2.1734 -6.0897 -2.5630
C 1.4631 -4.3767 -4.1609
N -0.2260 -5.3573 -0.7677
C -0.4920 -5.1637 0.6511
C -1.3177 -6.0526 -1.4487
N 2.3215 -3.0396 1.7934
C 3.6380 -3.6566 1.8827
C 1.5458 -3.0570 3.0252
H 4.6090 -2.4258 -1.3699
H 3.8923 -1.0037 -2.1440
H 3.0508 -2.5570 -2.2140
H 4.6822 -1.0582 0.7820
H 3.1561 -0.3014 1.3396
H 3.9410 0.2864 -0.1224
H 1.9645 -6.4976 -1.5767
H 3.2206 -5.7751 -2.6058
H 2.0224 -6.8789 -3.3018
H 0.7349 -3.5843 -4.3044
H 1.3102 -5.1372 -4.9286
H 2.4746 -3.9726 -4.2798
H 0.3954 -4.8091 1.1694
H -0.7597 -6.1295 1.0820
H -1.3180 -4.4635 0.8249
H -1.0286 -6.3016 -2.4679
H -2.2281 -5.4455 -1.4764
H -1.5257 -6.9800 -0.9159
H 4.1423 -3.6348 0.9172
H 3.5450 -4.7009 2.1897
H 4.2567 -3.1273 2.6105
H 0.5541 -2.6494 2.8509
H 2.0349 -2.4468 3.7856
H 1.4584 -4.0851 3.3835
C -5.9380 -3.5800 1.1224
C -4.5653 -3.4497 0.5106
O -3.8113 -2.4938 1.2903
P -2.6031 -1.7269 0.5359
O -3.3237 -0.5105 -0.2176
C -4.4303 0.2434 0.3482
C -5.5957 0.1884 -0.6105
O -1.9846 -0.8899 1.8174
C -2.0902 -1.3532 3.2052
C -3.3064 -0.7632 3.8752
H -6.5273 -4.3045 0.5616
H -6.4617 -2.6262 1.1071
H -5.8704 -3.9210 2.1536
H -4.6222 -3.1064 -0.5264
H -4.0278 -4.4006 0.5259
H -4.0659 1.2585 0.4830
H -4.6789 -0.1625 1.3312
H -5.3250 0.6362 -1.5664
H -6.4421 0.7370 -0.1985
H -5.9108 -0.8397 -0.7854
H -1.1678 -1.0262 3.6797
H -2.1270 -2.4442 3.1867
H -3.2980 0.3235 3.7964
H -3.2888 -1.0208 4.9345
H -4.2276 -1.1504 3.4452

Summary:
Energy above the lowest of the compared OMol25 structures with the same formula, charge and spin, kJ/mol: 61.5
Total charge: +1
Orbital gap, eV: 6.67
Highest occupied orbital energy, hartree: -0.342

# C5H12NO

The ion C5H12NO with charge -1 (the ωB97M-V functional and the def2-TZVPD basis, the OMol25 dataset).

Cartesian coordinates (Å):
C 1.1465 0.4181 1.1922
C 0.7195 0.1828 -0.2740
C 1.4163 -1.0274 -0.9512
O 1.5567 -2.1286 -0.1771
N -0.7332 0.1724 -0.4746
C -1.3815 -0.9882 0.1077
C -1.4401 1.4000 -0.2597
H 1.6715 1.3755 1.2691
H 1.9013 -0.3352 1.4296
H 0.2911 0.4002 1.8629
H 1.0480 1.0663 -0.8479
H 2.3652 -0.5549 -1.3396
H 0.8268 -1.3096 -1.8553
H -1.7001 -0.7614 1.1460
H -2.2369 -1.3538 -0.4651
H -0.6391 -1.7864 0.1932
H -1.2829 1.8291 0.7574
H -2.5071 1.2363 -0.3877
H -1.0218 2.1647 -0.9260

Summary:
Energy above the lowest of the compared OMol25 structures with the same formula, charge and spin, kJ/mol: 97.1
Structure (SMILES): C[C@@H](C[O-])N(C)C
Total charge: -1
Orbital gap, eV: 6.24
Highest occupied orbital energy, hartree: -0.082

# C8H11F2N

The molecule C8H11F2N (the ωB97M-V functional and the def2-TZVPD basis, the OMol25 dataset).

Cartesian coordinates (Å):
H 1.9281 2.8439 1.5134
N 2.4335 2.0047 1.5478
C 1.7507 0.9654 1.2065
C 0.2517 1.0245 0.9792
C -0.2178 -0.4274 0.4888
C -1.3349 -0.4297 -0.4334
C -2.1962 -1.7153 -0.5302
F -2.1911 0.5778 0.0142
C 2.7426 -0.1754 1.0601
F 2.3748 -1.2574 1.7324
C 2.7982 -0.4833 -0.6667
C 2.8085 -0.6874 -1.8757
H -0.2240 1.2600 1.9725
H 0.0311 1.7439 0.2491
H -0.6708 -0.8272 1.4360
H 0.6219 -1.1945 0.2356
H -1.0313 -0.0575 -1.4324
H -2.7311 -1.6658 0.3491
H -2.8287 -1.6906 -1.3448
H -1.5302 -2.4923 -0.5698
H 3.7801 0.2054 1.3465
H 2.7651 -0.9340 -2.8677

Summary:
Energy above the lowest of the compared OMol25 structures with the same formula, charge and spin, kJ/mol: 238.1
Structure (SMILES): [H]/N=C(\CC[C@@H](C)F)[C@@H](F)C#C
Orbital gap, eV: 11.03
Highest occupied orbital energy, hartree: -0.375

# C2H2AgBr4Cl3

A structure of composition C2H2AgBr4Cl3 (the ωB97M-V functional and the def2-TZVPD basis, the OMol25 dataset).

Cartesian coordinates (Å):
Ag -1.7472 3.4810 -2.9265
Br -0.5427 1.4963 -1.5277
C 1.8908 0.9759 0.6272
Br 2.6392 2.6398 1.1512
Br 1.1299 0.1364 2.1522
Br 3.1477 -0.1464 -0.2283
H 1.0730 1.1589 -0.0982
C -1.5542 -1.8668 0.0946
Cl -1.8099 -1.3732 1.7716
Cl -2.5298 -3.2581 -0.3223
Cl 0.1503 -2.2160 -0.1714
H -1.8471 -1.0276 -0.5225

Summary:
Energy above the lowest of the compared OMol25 structures with the same formula, charge and spin, kJ/mol: 0.0
Total charge: +1
Multiplicity: 2
Orbital gap (spin up / spin down), eV: 8.09 / 4.10
Highest occupied orbital energy (spin up / spin down), hartree: -0.504 / -0.483

# C19H17CaN4O2

A structure of composition C19H17CaN4O2 (the ωB97M-V functional and the def2-TZVPD basis, the OMol25 dataset).

Cartesian coordinates (Å):
Ca 0.9827 -1.3595 0.3620
O 4.1599 -1.2162 -2.3663
C 4.0516 0.0107 -2.9516
C 4.8995 0.4081 -3.9768
C 4.8075 1.6864 -4.5007
C 3.8813 2.5885 -3.9979
C 3.0326 2.1970 -2.9786
C 3.0911 0.9059 -2.4638
C 2.1558 0.4579 -1.4105
O 1.5961 -0.6839 -1.4849
N 1.9270 1.3359 -0.4227
N 1.2663 0.7653 0.5886
C 0.6770 1.4296 1.5148
C -0.0361 0.6740 2.5385
C -0.8954 1.3263 3.4229
C -1.5978 0.5848 4.3531
C -1.4312 -0.7937 4.3800
C -0.5746 -1.3684 3.4595
N 0.1093 -0.6674 2.5543
H 4.9035 -1.6834 -2.7596
H 5.6345 -0.2877 -4.3672
H 5.4692 1.9782 -5.3053
H 3.8246 3.5905 -4.4003
H 2.3027 2.8816 -2.5686
H 0.6635 2.5169 1.5201
H -0.9989 2.4015 3.3637
H -2.2662 1.0754 5.0480
H -1.9515 -1.4053 5.1030
H -0.4280 -2.4431 3.4491
C -5.4683 -0.8988 0.6580
C -4.0176 -1.1406 0.3862
C -3.4285 -2.3862 0.5856
C -2.0745 -2.5428 0.3617
N -1.2838 -1.5521 -0.0635
C -1.8538 -0.3617 -0.2916
C -3.1912 -0.1121 -0.0680
H -6.0087 -1.8302 0.8117
H -5.9342 -0.3516 -0.1613
H -5.5769 -0.2865 1.5557
H -4.0226 -3.2282 0.9145
H -1.6001 -3.5045 0.5283
H -1.1979 0.4156 -0.6682
H -3.5981 0.8735 -0.2517

Summary:
Total charge: +1
Orbital gap, eV: 7.22
Highest occupied orbital energy, hartree: -0.392

# C40H88F3N11O14S

A cluster of 12 separate species, C40H88F3N11O14S in total (the ωB97M-V functional and the def2-TZVPD basis, the OMol25 dataset).

Cartesian coordinates (Å):
C 4.9042 -1.7431 -0.6494
C 3.5668 -2.4219 -0.9115
C 3.6396 -3.9089 -1.2813
O 3.5616 -4.0394 -2.7379
S 2.0915 -4.3467 -3.3129
O 2.3320 -4.7055 -4.6864
O 1.4223 -2.8449 -3.4295
C 0.5831 -2.5012 -2.3297
C -0.8271 -3.1143 -2.4500
C -1.8438 -2.2244 -1.7857
F -1.5479 -0.9007 -1.6831
C -2.9882 -2.6248 -1.2129
F -3.8675 -3.3942 -1.8327
F -3.3967 -2.3092 -0.0020
H 5.3029 -2.0319 0.3178
H 4.7513 -0.6651 -0.6914
H 5.5895 -1.9824 -1.4666
H 2.8762 -2.2995 -0.0742
H 3.0930 -1.9273 -1.7607
H 4.5852 -4.3552 -0.9794
H 2.8332 -4.5044 -0.8462
H 1.0001 -2.7864 -1.3639
H 0.5157 -1.4175 -2.3248
H -1.0649 -3.3664 -3.4860
H -0.8210 -4.0437 -1.8815
C 8.1514 -4.4235 2.4802
C 7.6666 -3.9715 1.1207
O 6.6789 -4.4606 0.5946
N 8.3626 -2.9872 0.5061
C 9.5421 -2.2866 0.9740
H 7.4882 -5.2063 2.8358
H 9.1644 -4.8226 2.4178
H 8.1332 -3.5955 3.1905
H 7.9779 -2.7212 -0.3873
H 9.3086 -1.2233 1.0520
H 10.3571 -2.4222 0.2584
H 9.8607 -2.6540 1.9439
C -5.7486 1.7838 1.5982
C -4.3915 2.3450 1.9475
O -4.2255 3.1789 2.8258
N -3.3439 1.8708 1.2255
C -3.3916 0.8921 0.1530
H -6.4980 2.2372 2.2397
H -6.0001 2.0022 0.5610
H -5.7662 0.7044 1.7504
H -2.4516 2.2603 1.4865
H -2.7797 0.0302 0.4101
H -2.9990 1.3314 -0.7655
H -4.4122 0.5667 -0.0183
C 4.0138 -2.7299 3.8883
C 4.2332 -1.4278 3.1577
O 3.6029 -1.1224 2.1580
N 5.1799 -0.5814 3.6481
C 6.0268 -0.7602 4.8074
H 3.2354 -3.2895 3.3820
H 4.9315 -3.3231 3.8851
H 3.6954 -2.5520 4.9106
H 5.2811 0.2649 3.1093
H 5.8581 0.0459 5.5244
H 7.0776 -0.7376 4.5093
H 5.8187 -1.7082 5.2922
C -4.8421 -2.2202 -7.0791
C -4.5956 -2.9127 -5.7603
O -4.1452 -4.0450 -5.6737
N -4.8974 -2.2209 -4.6252
C -5.4325 -0.8792 -4.5032
H -4.5610 -2.8762 -7.9060
H -5.9004 -1.9698 -7.1783
H -4.2473 -1.3063 -7.1374
H -4.7102 -2.7385 -3.7814
H -4.7419 -0.2519 -3.9343
H -6.3864 -0.9000 -3.9720
H -5.5862 -0.4350 -5.4801
C -4.4816 -6.5772 -7.8804
C -4.6277 -5.6799 -9.0831
O -4.3681 -4.4882 -9.0336
N -5.0621 -6.2402 -10.2445
C -5.4155 -7.6230 -10.4956
H -4.1313 -5.9724 -7.0485
H -5.4414 -7.0229 -7.6143
H -3.7577 -7.3693 -8.0781
H -5.1351 -5.5836 -11.0052
H -4.7808 -8.0343 -11.2826
H -6.4545 -7.6902 -10.8239
H -5.2923 -8.2199 -9.5989
C 7.6798 2.6309 -0.7575
C 8.4386 1.4936 -0.1284
O 7.9007 0.6889 0.6209
N 9.7626 1.3912 -0.4246
C 10.5535 2.2543 -1.2800
H 6.6464 2.5765 -0.4274
H 8.1026 3.5929 -0.4485
H 7.7038 2.5495 -1.8463
H 10.2223 0.6144 0.0215
H 10.9832 1.6758 -2.1003
H 11.3697 2.6994 -0.7086
H 9.9425 3.0494 -1.6913
C 7.1994 7.0464 0.0146
C 7.8342 6.1448 1.0463
O 8.4942 5.1644 0.7296
N 7.6471 6.4548 2.3516
C 6.9007 7.5643 2.9153
H 7.4410 6.6632 -0.9717
H 6.1153 7.0611 0.1296
H 7.5851 8.0627 0.1001
H 8.0957 5.8120 2.9852
H 7.5597 8.1842 3.5250
H 6.0981 7.1881 3.5508
H 6.4688 8.1771 2.1321
C -3.6344 5.9714 3.2527
C -2.6473 7.0846 2.9947
O -1.4889 7.0385 3.3777
N -3.0996 8.1683 2.3026
C -4.4299 8.3944 1.7705
H -3.1421 5.1812 3.8039
H -4.4753 6.3402 3.8431
H -4.0027 5.5565 2.3176
H -2.4003 8.8791 2.1601
H -4.3773 8.5293 0.6882
H -4.8443 9.3019 2.2136
H -5.0861 7.5606 1.9940
C 0.6295 -4.7022 7.5610
C 1.9785 -4.4549 6.9273
O 2.1026 -3.7924 5.9103
N 3.0652 -5.0025 7.5342
C 3.1116 -5.8111 8.7372
H -0.1251 -4.2031 6.9616
H 0.4059 -5.7691 7.5913
H 0.5977 -4.2982 8.5734
H 3.9325 -4.8025 7.0618
H 3.7354 -5.3259 9.4898
H 3.5423 -6.7885 8.5136
H 2.1171 -5.9523 9.1454
C -7.1806 -1.8394 -0.8975
C -8.0651 -0.7903 -0.2617
O -7.9092 0.4012 -0.4767
N -9.0488 -1.2218 0.5691
C -9.3792 -2.5846 0.9405
H -6.4515 -1.3362 -1.5253
H -6.6507 -2.4138 -0.1364
H -7.7669 -2.5187 -1.5173
H -9.6004 -0.4743 0.9597
H -10.4060 -2.8120 0.6499
H -9.2937 -2.7077 2.0212
H -8.7138 -3.2894 0.4544
C -8.4054 8.1275 2.2113
C -8.3762 9.1994 1.1474
O -8.0222 10.3407 1.3905
N -8.7596 8.8500 -0.1101
C -9.2059 7.5549 -0.5871
H -8.0730 8.5567 3.1512
H -9.4167 7.7412 2.3421
H -7.7355 7.3090 1.9438
H -8.7157 9.6118 -0.7680
H -8.5461 7.2010 -1.3809
H -10.2164 7.6335 -0.9918
H -9.2068 6.8268 0.2166

Summary:
Orbital gap, eV: 9.41
Highest occupied orbital energy, hartree: -0.328

| no. | F_max (eV Å⁻¹) |
| --- | --- |
| 1 | 1.64 |
| 2 | 1.34 |
| 3 | 4.56 |
| 4 | 1.25 |
| 5 | 3.07 |
| 6 | 1.43 |